Entry a
A 18-piece molecular cluster, H35O18 overall, computed with ωB97M-V/def2-TZVPD.

Values from the calculation:
Charge: -2
Frontier orbital gap (spin up / spin down) (eV): 2.08 / 8.62
HOMO energy (spin up / spin down) (eV): 2.3 / -4.3
M (g/mol): 323.262
2S+1: 2
⟨S²⟩: 0.75
LUMO energy (spin up / spin down) (eV): 4.4 / 4.3

The geometry in XYZ format:
```
53
Properties=species:S:1:pos:R:3:mulliken_spin:R:1
O -5.32847 1.98363 2.13457 0.020
H -5.06998 2.37054 1.30006 -0.008
H -1.68377 1.68846 -2.59276 0.075
O -2.90773 -4.84429 2.68779 0.011
H -2.77595 -4.33866 1.87105 0.011
O 1.22019 0.46500 2.04011 -0.087
H 1.33842 1.29311 1.55637 0.034
H 1.23625 0.76059 2.95919 0.012
O 0.44942 1.47668 -0.60224 0.061
H 0.03916 0.10840 -0.39215 0.041
H 1.36104 1.51372 -0.96111 0.162
O 0.15411 -0.53458 3.80838 -0.038
H -0.12407 -1.44428 3.77202 0.003
H -0.11720 -0.20112 2.87100 -0.018
O 3.88408 0.21162 1.45320 -0.010
H 4.01779 -0.39611 0.66558 -0.029
H 2.95065 0.05707 1.68475 0.029
O 1.85274 -1.96717 -2.44242 -0.138
H 1.17470 -1.21559 -2.37934 0.115
H 1.40258 -2.65502 -1.90321 0.014
O -1.03362 -2.98066 -1.86083 0.054
H 2.98404 -1.60981 -1.06740 0.136
H -1.62155 -2.37938 1.54769 0.015
O -1.70671 4.55489 0.54709 -0.007
H -1.18673 5.30823 0.27063 -0.015
H -1.16738 3.92425 -0.05058 0.022
O 4.58387 2.10942 -2.94196 0.078
H 4.73201 1.29239 -2.42060 0.030
H 3.52737 2.30618 -2.63277 0.114
O 5.70394 3.07179 0.26582 0.190
H 5.25942 2.58003 -0.46934 -0.019
H 5.68750 2.46675 1.00861 -0.027
O 0.14632 -0.07370 -2.74798 0.267
H 0.37015 0.62101 -3.40208 -0.074
H 0.32411 0.37728 -1.83536 -0.018
O -2.30068 -2.49475 0.87872 -0.172
H -2.84221 -4.01012 3.20603 -0.008
H -1.73129 -2.19119 0.11280 0.022
O -1.53740 2.48571 -2.04135 -0.302
H -1.52972 -2.23451 -1.52727 0.023
H -0.92654 2.36370 -1.30256 0.091
O -0.28494 -0.98353 -0.22497 0.244
H -5.33505 0.99843 2.09086 -0.002
H 0.55229 -1.35375 0.14813 0.008
O 3.85430 -1.65853 -0.62752 0.004
H -1.12595 -2.90535 -2.81349 0.001
H 4.46166 -1.83553 -1.36953 -0.089
O -4.02948 -1.03637 2.12411 0.030
H -3.55582 -1.68238 1.51785 0.021
H -4.96773 -1.10745 1.91443 -0.017
O -2.81884 0.12706 -1.37832 0.128
H -2.15009 0.72758 -0.94703 0.046
H -3.40922 0.89029 -1.50266 -0.035
```


Entry b
A 18-piece molecular cluster, H35O18 overall, computed with ωB97M-V/def2-TZVPD.

Values from the calculation:
Charge: -2
Frontier orbital gap (spin up / spin down) (eV): 2.16 / 9.22
HOMO energy (spin up / spin down) (eV): 2.0 / -5.0
M (g/mol): 323.262
2S+1: 2
⟨S²⟩: 0.75
LUMO energy (spin up / spin down) (eV): 4.2 / 4.2

The geometry in XYZ format:
```
53
Properties=species:S:1:pos:R:3:mulliken_spin:R:1
O 0.97987 -1.63687 2.81865 0.055
H 1.29733 -1.39332 3.68480 0.004
H -3.47699 0.18959 1.48603 0.000
O -0.95927 -4.35495 -1.52582 0.006
H -0.12036 -4.01508 -1.85753 -0.001
O 0.59788 1.52691 0.92309 -0.052
H 1.28631 1.96935 1.45381 0.082
H -0.12445 1.43897 1.55529 0.075
O -0.91547 0.31206 -0.83456 0.292
H -0.59125 -2.03416 0.80292 -0.024
H -1.18261 1.22915 -0.72556 -0.036
O -3.81815 -0.61497 -3.95639 0.004
H -3.37314 -1.46101 -3.78392 0.001
H -3.11403 0.06796 -3.86490 -0.001
O 1.99127 3.15109 3.86604 0.147
H 2.90915 2.84240 3.93787 -0.015
H 1.81093 3.87729 4.47975 -0.045
O 2.10651 -0.42515 -0.17463 0.116
H 2.68877 0.31294 -0.38772 0.034
H 2.00854 -0.35291 0.78690 0.034
O 5.07909 -2.61121 -1.24876 0.002
H -0.68117 -3.50601 2.42163 0.006
H -0.10847 0.15058 -4.28008 0.000
O 0.38764 2.85686 -1.86623 0.083
H -0.22330 2.17205 -2.15176 -0.019
H 0.61029 2.73391 -0.94326 0.087
O 3.96407 4.10445 1.91664 0.250
H 3.62669 3.30439 1.51124 -0.088
H 3.37217 4.14538 2.70056 -0.039
O -1.41602 1.07318 3.42430 -0.121
H -1.28027 0.51786 2.62157 0.057
H -2.35394 1.13301 3.61275 -0.011
O -1.10016 -0.80501 1.48244 0.008
H -1.81100 -1.24999 1.95110 0.013
H -1.04562 -0.08232 0.09737 0.018
O -0.82493 0.56273 -4.77170 0.007
H -0.59473 -4.64863 -0.67781 -0.003
H -0.89281 -0.02292 -5.53586 -0.001
O -4.06071 0.94669 1.35815 0.010
H 4.79820 -2.26199 -2.10342 -0.003
H -3.51465 1.62108 0.94744 -0.008
O -0.25522 -2.97508 0.45718 0.077
H 0.22288 -1.11580 2.47330 0.019
H 0.68247 -2.76349 0.36146 -0.001
O -0.75502 -4.11066 3.19060 0.010
H 4.31229 -3.11995 -0.96842 -0.001
H -0.76896 -3.42234 3.86954 -0.002
O -1.78781 -1.75920 -2.51308 -0.006
H -2.23434 -2.36253 -1.92670 -0.002
H -1.24941 -1.08242 -2.10224 -0.009
O -0.07575 4.25112 -4.22005 -0.002
H -0.58866 3.44899 -4.25543 -0.001
H 0.56629 4.24795 -3.51658 -0.004
```


Least stable: entry a